1.
Entry from the Open Molecules 2025 dataset: an isolated molecule of C6H11NO2S (ωB97M-V/def2-TZVPD).

Structure (XYZ):
```
21
Properties=species:S:1:pos:R:3:lowdin_charge:R:1
S -1.97 -1.89 -0.25 0.7057
O -2.16 1.61 1.19 -0.0154
O -3.14 0.77 -0.76 -0.0265
N -1.98 1.23 0.03 -0.3421
C -0.56 -1.62 0.63 -0.5777
C -0.88 1.04 -0.62 -0.1058
C 0.46 1.42 -0.06 -0.1297
C 0.78 -1.88 0.12 -0.2483
C 1.66 0.50 -0.50 -0.1615
C 1.83 -0.72 0.46 -0.1783
H -1.12 0.61 -1.56 0.1186
H 2.61 1.05 -0.53 0.1116
H 0.59 2.47 -0.39 0.1311
H -0.77 -1.30 1.60 0.0343
H 0.89 -1.91 -0.98 0.1082
H -3.84 1.28 -0.33 0.1043
H 2.82 -1.05 0.31 0.0878
H 0.38 1.48 0.98 0.0866
H 1.41 0.04 -1.42 0.0864
H 1.21 -2.75 0.65 0.1279
H 1.77 -0.37 1.44 0.0830
```

Its energy relative to the best compared isomer or geometry (same formula, charge and spin) is 404.4 kJ/mol. For the LUMO energy, the calculation gives -0.24 eV. The structure (SMILES) is [O-]/[N+](O)=C\CCCCC=S.

2.
Entry from the Open Molecules 2025 dataset: a 6-piece molecular cluster, C29H53F2NO19S5 overall (ωB97M-V/def2-TZVPD).

Structure (XYZ):
```
109
Properties=species:S:1:pos:R:3:lowdin_charge:R:1
S -1.87 -3.69 -5.34 0.5587
S 3.46 8.17 -6.45 0.5665
S 1.79 2.77 -3.62 0.5660
S 4.09 -7.36 10.98 0.5631
S -0.42 -3.86 7.21 0.5631
F -0.65 -0.96 -0.13 0.1679
F -0.61 0.64 3.39 0.1657
O 1.28 3.61 -4.66 -0.2745
O 0.60 -3.30 8.04 -0.2794
O 5.07 -7.49 9.94 -0.2735
O -2.19 -4.10 -4.01 -0.2798
O -2.53 -2.58 -5.95 -0.2753
O 4.16 7.84 -5.25 -0.2782
O 4.15 9.43 -7.13 -0.2632
O -0.13 -4.93 6.32 -0.2664
O -0.30 -3.47 -5.45 -0.2601
O -5.32 -0.19 2.08 0.0378
O 2.14 3.67 -2.35 -0.2594
O 4.25 -6.38 12.00 -0.2764
O 2.05 8.38 -6.43 -0.2687
O 2.90 1.90 -3.88 -0.2811
O -6.20 -0.64 0.06 0.1987
O -0.35 1.18 -0.02 0.2089
O -1.72 2.27 2.46 0.2381
O 2.65 -7.18 10.32 -0.2639
O -1.12 -2.68 6.42 -0.2600
N -1.75 0.13 1.52 0.1138
C -0.87 0.22 0.41 -0.4987
C -1.98 -5.09 -6.41 -0.1202
C -4.63 -1.14 -2.97 -0.0250
C -4.88 1.79 -5.34 -0.0471
C 0.23 -2.21 -4.98 -0.2408
C -1.39 1.14 2.45 -0.5127
C -1.80 -4.30 8.21 -0.1156
C -3.26 0.61 -2.11 -0.0319
C -0.27 -1.78 5.66 -0.2478
C -3.61 1.41 -3.20 -0.0315
C -3.44 -1.59 -0.80 -0.0786
C -3.82 -1.04 0.56 -0.1460
C 2.29 -5.87 9.85 -0.2429
C 3.33 5.64 -3.22 -0.0809
C 2.91 -5.52 8.52 -0.0686
C -3.18 0.21 1.14 -0.1920
C 0.47 1.87 -2.89 -0.1328
C 3.81 -8.94 11.70 -0.1247
C -4.98 -0.37 -4.06 -0.0260
C -5.27 -0.64 0.79 -0.4330
C 0.18 -2.38 4.35 -0.0707
C 3.40 4.39 -2.37 -0.2449
C 0.33 -2.16 -3.46 -0.0638
C 3.87 7.00 -7.69 -0.1156
C 4.55 11.05 -5.31 -0.0728
C -4.48 0.93 -4.17 -0.2699
C 3.82 10.74 -6.61 -0.2521
C -4.01 0.27 2.46 -0.0890
C -3.77 -0.68 -1.97 -0.2083
H -2.58 1.03 -1.39 0.0857
H 4.95 6.98 -7.82 0.0760
H 5.62 10.88 -5.43 0.0843
H 0.86 -1.26 -3.16 0.0707
H -0.66 -2.15 -3.00 0.0612
H 0.86 -3.22 4.51 0.0743
H 4.24 6.23 -3.10 0.0763
H -2.40 -1.90 -0.83 0.1033
H 0.86 -3.03 -3.08 0.0890
H -5.65 -0.78 -4.80 0.1162
H 3.99 -5.41 8.60 0.0759
H 3.37 7.28 -8.62 0.0756
H -4.43 2.77 -5.27 0.0706
H -4.65 1.32 -6.29 0.0793
H -3.57 -0.44 3.15 0.1397
H 4.38 12.09 -5.03 0.0809
H 3.22 5.40 -4.27 0.0610
H 4.20 3.72 -2.70 0.1133
H 0.57 -1.47 6.27 0.1180
H -0.88 -0.90 5.48 0.1083
H 4.12 11.44 -7.38 0.1208
H 2.74 10.82 -6.49 0.1141
H -0.67 -2.77 3.79 0.0844
H 2.48 6.26 -2.94 0.0917
H 3.51 6.03 -7.35 0.0772
H 1.22 -2.13 -5.42 0.1248
H -4.13 1.26 2.88 0.1351
H 3.03 -8.84 12.45 0.0733
H 4.74 -9.25 12.16 0.0758
H -3.43 1.15 0.65 0.1663
H -5.96 1.95 -5.30 0.0806
H -1.50 -5.16 8.81 0.0727
H -3.02 -5.42 -6.40 0.0773
H 4.20 10.41 -4.50 0.0712
H 0.06 1.22 -3.67 0.0725
H -2.04 -3.46 8.86 0.0768
H -3.64 -1.80 1.33 0.1699
H 0.69 -1.63 3.75 0.0716
H -3.22 2.41 -3.30 0.1069
H 2.50 -4.60 8.14 0.0490
H 0.86 1.28 -2.07 0.0518
H -5.01 -2.15 -2.90 0.1167
H -0.28 2.57 -2.54 0.0738
H 2.72 -6.32 7.79 0.0905
H -4.03 -2.49 -0.95 0.1262
H -2.63 -4.55 7.57 0.0766
H -1.69 -4.79 -7.41 0.0752
H -0.38 -1.39 -5.36 0.1134
H 2.54 -5.12 10.61 0.1177
H 1.20 -5.89 9.76 0.1120
H -1.33 -5.87 -6.03 0.0754
H 3.59 4.65 -1.33 0.1207
H 3.52 -9.64 10.92 0.0742
```

For the LUMO energy, the calculation gives 0.17 eV. The structure (SMILES) is Cc1ccc(C[C@@H]2C(=O)OC[C@H]2N(C(=O)F)C(=O)F)cc1.CCOS(C)(=O)=O.CCOS(C)(=O)=O.CCOS(C)(=O)=O.CCOS(C)(=O)=O.CCOS(C)(=O)=O.

3.
Entry from the Open Molecules 2025 dataset: an isolated ion of composition C5H15N2 and charge +2 (ωB97M-V/def2-TZVPD).

Structure (XYZ):
```
22
Properties=species:S:1:pos:R:3:mulliken_spin:R:1
N -1.17 0.31 -0.33 0.6647
N 1.13 -0.93 0.95 0.0080
C -0.42 1.08 0.69 -0.0161
C 1.10 0.62 0.78 0.0351
C 1.14 -1.65 2.28 0.0026
C -0.66 -0.06 -2.82 0.1783
C -1.21 0.93 -1.65 0.0732
H 2.13 -1.72 2.72 0.0004
H -0.57 1.81 -1.64 0.0123
H -2.13 0.23 0.01 -0.0024
H 1.60 1.02 1.66 -0.0034
H -0.56 2.15 0.77 0.0193
H -2.26 1.01 -1.94 0.0324
H 0.28 -1.33 2.86 -0.0005
H -0.65 -1.08 -2.44 -0.0102
H 1.48 0.87 -0.21 0.0002
H 0.28 -1.20 0.47 -0.0008
H -0.77 0.73 1.65 -0.0006
H 0.27 0.30 -3.27 0.0095
H 0.82 -2.66 2.01 0.0003
H 1.88 -1.22 0.32 0.0000
H -1.46 -0.19 -3.55 -0.0022
```

Its energy relative to the best compared isomer or geometry (same formula, charge and spin) is 233.7 kJ/mol. For the LUMO energy (alpha / beta), the calculation gives -6.99 / -12.81 eV. Its spin multiplicity is 2. Its charge is +2. As for the expectation value of S²: 0.754.

4.
Entry from the Open Molecules 2025 dataset: an isolated molecule of C5H10FNO4 (ωB97M-V/def2-TZVPD).

Structure (XYZ):
```
21
Properties=species:S:1:pos:R:3:lowdin_charge:R:1
F -1.36 -0.36 -1.46 0.0808
O -0.08 1.23 -2.67 0.1222
O -2.41 0.99 0.48 -0.0430
O 1.11 -1.63 -1.71 0.0028
O 0.51 2.26 -0.92 0.0956
N 0.01 1.33 -1.48 -0.3388
C -1.07 0.59 0.71 -0.3570
C -0.38 0.10 -0.64 -0.2752
C -1.10 -0.41 1.85 -0.0631
C 2.11 -0.15 0.05 -0.0225
C 0.80 -0.92 -0.49 -0.2788
H 1.77 0.39 0.99 0.0938
H -2.96 0.13 0.40 0.1456
H 0.57 -1.54 0.38 0.1211
H -0.68 1.54 1.11 0.1471
H -0.13 -0.86 2.21 0.0875
H 3.03 -0.85 0.03 0.1104
H -1.67 -1.33 1.65 0.0846
H -1.77 0.01 2.74 0.1357
H 1.29 -1.07 -2.44 0.0680
H 2.42 0.55 -0.79 0.0834
```

Its energy relative to the best compared isomer or geometry (same formula, charge and spin) is 414.8 kJ/mol. For the LUMO energy, the calculation gives 0.30 eV. The structure (SMILES) is C[C@H](O)C(F)([C@H](C)O)[N+](=O)[O-].

no.,F_max (eV/Å)
1,4.98
2,2.06
3,4.49
4,3.37